# 1
The following is a DFT calculation (the ωB97M-V functional and the def2-TZVPD basis) of a molecular structure, C28H29HgSb in a non-equilibrium geometry.

The calculation puts the HOMO energy (alpha / beta) at -11.4139 / -11.4132 eV. The spin multiplicity is 2. As for the charge: +1. Its orbital gap (alpha / beta) is 8.9 / 5.4 eV. Its expectation value of S² is 0.76. For the LUMO energy (alpha / beta), the calculation gives -2.6 / -6.0 eV.

XYZ file:
```
59
Properties=species:S:1:pos:R:3:forces:R:3:mulliken_spin:R:1
Hg 1.328 0.505 -2.044 0.0 0.1 0.1 0.1117
C 4.503 -2.427 -2.317 -0.1 0.0 0.1 -0.0008
C 4.379 -1.033 -2.850 0.0 0.1 -0.1 0.0075
C 4.875 0.044 -2.118 -0.1 0.0 -0.1 -0.0017
C 4.793 1.336 -2.613 -0.1 0.0 -0.1 0.0042
C 4.207 1.574 -3.849 0.0 0.0 0.0 -0.0040
C 3.703 0.510 -4.583 0.0 0.0 0.0 0.0020
C 3.785 -0.785 -4.088 0.1 0.1 0.2 0.0030
H 4.572 -3.146 -3.129 0.0 -0.1 0.0 0.0001
H 3.631 -2.685 -1.711 0.0 -0.1 0.0 0.0006
H 5.384 -2.512 -1.685 0.0 -0.1 0.0 0.0003
H 5.366 -0.139 -1.172 0.0 0.0 0.1 -0.0008
H 5.213 2.154 -2.050 0.0 0.1 0.1 -0.0003
H 4.175 2.578 -4.251 0.0 0.0 0.0 0.0002
H 3.272 0.686 -5.558 0.0 0.0 -0.1 -0.0003
H 3.428 -1.612 -4.686 -0.1 -0.1 0.0 0.0004
C -2.997 -0.884 2.784 0.0 -0.1 0.0 0.0033
C -3.564 0.437 2.373 0.0 -0.1 0.1 0.0719
C -4.754 0.886 2.937 0.1 0.0 0.0 0.0108
C -5.301 2.109 2.594 0.0 0.1 0.0 -0.0048
C -4.659 2.921 1.675 -0.1 0.1 0.0 0.0101
C -3.477 2.494 1.096 0.1 0.1 -0.1 -0.0635
C -2.941 1.264 1.443 0.5 0.1 -0.5 0.1283
Sb -1.122 0.661 0.401 -0.1 -0.8 0.7 0.4354
C -1.522 -1.283 -0.443 0.3 0.8 0.3 0.1020
C -0.776 -2.393 -0.088 0.2 -0.1 0.1 0.0135
C -1.022 -3.609 -0.703 0.1 0.0 0.1 0.0004
C -2.005 -3.701 -1.673 0.0 0.0 0.0 0.0132
C -2.734 -2.580 -2.029 0.0 0.0 0.0 -0.0015
C -2.491 -1.347 -1.439 -0.1 0.0 0.0 -0.0396
C -3.226 -0.128 -1.902 -0.1 0.1 0.0 0.0435
C 0.450 0.624 1.887 -0.6 0.0 -0.7 0.1247
C 0.728 -0.499 2.646 0.0 -0.3 0.1 0.0119
C 1.756 -0.463 3.575 0.0 -0.1 0.1 0.0054
C 2.477 0.703 3.758 0.0 0.0 0.0 0.0016
C 2.177 1.825 3.006 0.0 0.0 0.0 0.0054
C 1.177 1.799 2.043 0.1 0.1 0.0 -0.0153
C 0.929 2.997 1.185 0.1 0.0 -0.1 0.0502
H -3.632 -1.349 3.536 0.1 -0.1 0.0 -0.0001
H -2.004 -0.752 3.216 0.1 -0.1 0.0 -0.0058
H -2.930 -1.563 1.931 0.1 -0.1 0.0 -0.0058
H -5.251 0.254 3.661 0.0 0.0 0.0 0.0012
H -6.229 2.427 3.046 0.0 0.0 0.0 -0.0001
H -5.073 3.880 1.404 -0.1 0.1 0.0 -0.0001
H -2.977 3.122 0.369 0.0 0.1 0.0 0.0015
H 0.001 -2.322 0.658 0.1 0.0 0.0 0.0003
H -0.445 -4.478 -0.424 0.1 -0.1 0.0 0.0012
H -2.194 -4.643 -2.164 0.0 -0.1 0.0 0.0013
H -3.493 -2.653 -2.793 -0.1 0.0 -0.1 -0.0007
H -3.925 -0.383 -2.694 -0.1 0.1 -0.1 0.0021
H -2.523 0.612 -2.297 -0.1 0.0 -0.1 -0.0085
H -3.788 0.331 -1.088 -0.1 0.1 0.0 -0.0046
H 0.151 -1.406 2.535 0.0 -0.1 0.0 -0.0014
H 1.984 -1.345 4.157 0.0 0.0 0.0 0.0018
H 3.273 0.739 4.488 0.0 0.0 0.0 0.0006
H 2.733 2.738 3.156 0.1 0.1 0.0 -0.0008
H 1.514 3.845 1.529 0.0 0.1 0.0 0.0039
H -0.125 3.283 1.202 -0.1 0.1 0.0 -0.0043
H 1.216 2.785 0.149 0.0 0.1 0.0 -0.0103
```
Forces are in eV/Å.

# 2
The following is a DFT calculation (the ωB97M-V functional and the def2-TZVPD basis) of a molecular structure, C28H29N5O5SV in a non-equilibrium geometry.

The calculation puts the HOMO energy (alpha / beta) at 2.0721 / -1.1126 eV. The spin multiplicity is 4. As for the charge: -2. Its orbital gap (alpha / beta) is 1.8 / 5.0 eV. Its expectation value of S² is 3.80. For the LUMO energy (alpha / beta), the calculation gives 3.9 / 3.9 eV.

XYZ file:
```
69
Properties=species:S:1:pos:R:3:forces:R:3:mulliken_spin:R:1
V -0.959 1.511 1.454 -0.4 0.2 0.3 2.0810
C 1.903 4.581 3.144 0.1 0.1 0.0 -0.0005
C 0.725 2.335 1.816 0.7 0.3 0.2 -0.1263
O 0.007 2.129 2.943 0.3 0.2 -0.1 -0.0366
C 2.075 1.832 1.304 -0.1 -0.1 0.1 0.0874
C 1.882 0.797 0.214 0.1 -0.2 0.0 -0.0179
C 2.161 1.232 -1.196 -0.1 0.1 0.0 -0.0047
N 1.437 -0.383 0.422 -0.2 0.0 0.0 0.0398
N 1.350 -0.784 1.757 -0.2 0.3 0.1 0.1752
C 0.161 -0.787 2.348 0.1 -0.4 -0.4 0.0806
O -0.976 -0.324 1.735 0.7 -0.7 0.1 0.0000
C 0.047 -1.293 3.675 -0.2 -0.1 0.1 0.0439
C 1.148 -1.960 4.329 -0.2 0.1 0.0 0.1704
C 1.021 -2.446 5.609 -0.2 0.0 0.0 -0.1138
C -0.178 -2.306 6.347 -0.1 0.1 -0.2 0.3544
C -1.259 -1.618 5.727 0.3 -0.2 0.0 -0.0473
C -1.155 -1.131 4.446 0.2 -0.1 -0.1 0.0728
H 1.882 5.513 3.709 0.0 0.0 0.0 0.0003
H 2.942 4.309 2.940 0.0 0.0 0.0 0.0006
H 1.430 3.788 3.724 0.0 0.0 0.0 0.0002
H 2.836 1.531 2.030 0.1 0.1 0.0 0.0215
H 3.096 1.794 -1.255 0.0 0.0 0.0 0.0000
H 1.370 1.895 -1.560 0.1 0.0 0.0 0.0028
H 2.210 0.358 -1.834 0.0 -0.2 -0.2 0.0020
H 2.079 -2.069 3.786 0.0 0.0 0.0 0.0783
H 1.867 -2.956 6.067 0.0 0.0 0.0 -0.0078
H -0.259 -2.681 7.362 0.0 0.0 0.0 0.0473
H -2.186 -1.471 6.276 0.0 0.0 0.0 -0.0055
H -1.987 -0.603 3.999 0.0 0.0 0.0 0.0498
N -3.332 1.241 0.422 0.3 0.4 -0.4 0.0074
C -3.489 2.562 -0.193 0.1 -0.2 0.1 -0.0164
C -2.270 3.478 -0.385 0.3 -0.2 0.1 0.0252
O -2.434 4.491 -1.083 0.0 0.0 0.0 0.0037
N -1.142 3.097 0.236 -0.2 0.8 -0.7 -0.0275
C 0.022 3.989 0.052 -0.1 -0.2 0.0 0.0159
C 1.032 3.675 1.164 -0.2 -0.2 -0.1 -0.0090
O 1.196 4.824 1.938 0.0 0.0 0.2 -0.0010
O 2.318 3.153 0.717 -0.1 -0.1 0.0 -0.0071
H -2.894 1.298 1.336 -1.0 -0.1 0.4 0.0566
H -2.792 0.614 -0.176 0.0 -0.1 0.0 -0.0065
H -3.923 2.422 -1.183 0.0 0.0 0.0 0.0008
H -4.215 3.142 0.379 -0.1 0.0 0.0 0.0034
H 0.491 3.810 -0.922 0.0 0.0 0.0 -0.0074
H -0.279 5.036 0.076 0.0 0.1 0.0 -0.0012
N -1.484 -0.645 -1.267 0.1 0.3 0.1 0.0238
S -1.500 -1.244 -2.689 -0.1 -0.1 0.1 -0.0022
C -0.057 -0.836 -3.701 -0.1 -0.2 -0.1 -0.0034
C 1.062 -1.643 -3.820 0.3 0.0 0.1 0.0052
C 2.100 -1.254 -4.658 0.0 -0.1 0.1 0.0003
C 2.016 -0.069 -5.368 0.0 0.1 -0.1 0.0002
C 0.897 0.739 -5.241 -0.2 0.1 0.1 -0.0003
C -0.147 0.348 -4.412 0.1 0.3 0.0 -0.0001
C -1.215 -3.022 -2.620 -0.1 0.0 -0.1 -0.0056
C -0.967 -3.603 -1.396 0.1 -0.1 0.3 0.0055
C -0.852 -4.988 -1.313 0.0 0.1 0.1 -0.0004
C -0.997 -5.770 -2.445 0.0 0.0 -0.1 -0.0001
C -1.254 -5.173 -3.675 0.0 0.1 -0.1 -0.0001
C -1.368 -3.793 -3.762 0.0 -0.2 -0.1 0.0007
H -0.608 -0.771 -0.740 -0.1 0.0 0.0 -0.0114
H 1.138 -2.556 -3.245 0.0 0.0 0.0 -0.0003
H 2.987 -1.870 -4.735 0.0 0.0 0.0 0.0002
H 2.831 0.235 -6.013 0.0 0.0 0.0 0.0001
H 0.836 1.675 -5.781 0.0 0.0 0.0 0.0000
H -1.021 0.979 -4.286 0.0 0.0 0.0 -0.0001
H -0.862 -2.968 -0.520 0.0 -0.1 0.0 0.0023
H -0.651 -5.452 -0.356 0.0 0.0 0.0 0.0007
H -0.912 -6.847 -2.373 0.0 0.0 0.0 0.0000
H -1.367 -5.786 -4.562 0.0 0.0 0.0 0.0000
H -1.562 -3.311 -4.716 0.0 -0.1 0.0 0.0001
```
Forces are in eV/Å.

# 3
The following is a DFT calculation (the ωB97M-V functional and the def2-TZVPD basis) of a single C28H29N5OS molecule.

Its energy above the lowest of the compared OMol25 structures with the same formula, charge and spin is 0.0 kJ/mol. The calculation puts the HOMO energy at -8.1178 eV. As for the SMILES: O=C(c1ccc(Nc2nccc(-c3cc4ccccc4s3)n2)cc1)N1CCC(N2CCCC2)CC1. As for the charge: 0. Its orbital gap is 7.8 eV. For the LUMO energy, the calculation gives -0.3 eV.

XYZ file:
```
64
Properties=species:S:1:pos:R:3:forces:R:3:lowdin_charge:R:1
O 0.728 1.593 4.987 -0.1 0.2 0.2 0.0743
C 0.517 0.757 4.128 -0.2 -0.1 0.1 -0.4256
C -0.861 0.467 3.616 -0.2 0.2 0.0 -0.1670
C -1.231 0.971 2.373 0.0 -0.1 0.3 -0.0235
C -2.485 0.727 1.855 0.0 0.1 0.0 -0.0144
C -3.399 -0.042 2.573 0.4 0.1 0.1 -0.2296
N -4.652 -0.359 2.058 -0.4 0.0 0.5 0.1230
C -4.994 -0.498 0.751 -0.2 -0.2 -0.7 -0.3678
N -6.270 -0.840 0.525 -0.2 0.0 0.4 0.1229
C -6.624 -0.984 -0.738 0.1 0.0 -0.1 -0.1228
C -5.743 -0.816 -1.795 0.4 0.1 0.1 -0.0243
C -4.430 -0.485 -1.454 -0.8 -0.2 0.4 -0.2835
C -3.369 -0.308 -2.422 0.7 0.1 -0.6 -0.4396
C -2.060 -0.064 -2.133 -0.7 -0.1 0.1 -0.0334
C -1.244 0.059 -3.287 0.0 0.0 -0.6 -0.2425
C 0.129 0.307 -3.375 0.0 0.0 0.0 -0.0274
C 0.724 0.384 -4.613 0.1 0.0 0.1 -0.0841
C -0.026 0.219 -5.779 -0.1 0.0 -0.1 -0.0821
C -1.383 -0.025 -5.722 0.1 0.0 -0.1 -0.0916
C -1.985 -0.104 -4.475 -0.1 0.0 0.4 -0.4657
S -3.666 -0.403 -4.143 0.3 0.1 0.2 1.0915
N -4.068 -0.321 -0.183 0.0 -0.1 0.1 0.1715
C -3.055 -0.486 3.849 -0.1 0.0 -0.2 -0.0132
C -1.798 -0.231 4.366 0.2 0.1 -0.1 -0.0161
N 1.509 0.047 3.540 0.2 -0.1 0.0 -0.0467
C 1.327 -1.009 2.574 -0.2 -0.2 -0.4 -0.1388
C 1.895 -0.595 1.217 0.3 -0.2 0.1 -0.1128
C 3.385 -0.226 1.373 -0.1 0.2 0.1 -0.3294
N 4.071 0.149 0.156 -0.1 0.0 -0.2 -0.1324
C 4.352 -0.935 -0.784 0.3 -0.2 -0.1 -0.1786
C 3.981 -0.407 -2.172 0.1 0.0 0.1 -0.1699
C 4.113 1.102 -1.993 -0.1 0.0 0.1 -0.1693
C 3.580 1.305 -0.578 0.0 0.2 0.1 -0.1919
C 3.508 0.877 2.431 0.0 -0.5 0.1 -0.1122
C 2.894 0.410 3.751 0.2 0.5 0.1 -0.1298
H -0.528 1.569 1.811 0.1 0.1 -0.1 0.1194
H -2.765 1.118 0.893 0.1 0.1 0.0 0.0950
H -5.364 -0.661 2.708 0.1 0.1 -0.2 0.1473
H -7.660 -1.253 -0.903 -0.1 0.0 -0.1 0.1104
H -6.046 -0.941 -2.821 -0.1 0.0 -0.1 0.0853
H -1.700 0.014 -1.124 0.0 0.0 0.2 0.1121
H 0.703 0.439 -2.470 0.1 0.0 0.1 0.0983
H 1.785 0.573 -4.691 0.1 0.0 0.0 0.0969
H 0.463 0.283 -6.739 0.0 0.0 -0.1 0.1034
H -1.967 -0.151 -6.620 0.0 0.0 -0.1 0.1073
H -3.774 -1.045 4.432 -0.1 -0.1 0.0 0.1109
H -1.534 -0.588 5.350 0.0 0.0 0.1 0.1219
H 0.267 -1.254 2.491 0.2 -0.1 0.0 0.1219
H 1.862 -1.898 2.934 -0.1 0.0 0.0 0.1323
H 1.775 -1.413 0.505 0.0 0.0 -0.1 0.1155
H 1.335 0.265 0.849 -0.1 0.0 0.0 0.0973
H 3.914 -1.112 1.750 -0.1 0.0 0.1 0.1514
H 5.424 -1.164 -0.733 -0.1 -0.2 -0.1 0.1149
H 3.802 -1.849 -0.541 0.0 0.0 0.0 0.1094
H 2.950 -0.670 -2.414 0.0 0.0 0.0 0.0928
H 4.629 -0.801 -2.952 0.0 -0.1 -0.1 0.1077
H 5.162 1.392 -2.039 0.0 0.1 0.0 0.1129
H 3.554 1.674 -2.732 0.0 0.1 0.0 0.1017
H 3.960 2.223 -0.122 -0.1 0.1 -0.1 0.1169
H 2.481 1.362 -0.601 0.0 0.0 0.0 0.1050
H 4.559 1.127 2.574 0.1 0.0 0.0 0.1223
H 2.984 1.772 2.093 0.0 0.1 0.0 0.1202
H 2.914 1.207 4.496 0.0 -0.2 0.0 0.1216
H 3.442 -0.457 4.137 0.0 0.0 0.0 0.1306
```
Forces are in eV/Å.

Energy for every record listed, in sequence, given in Eh: -1477.75460; -3076.42749; -1831.64615.